A single C4H9NS molecule, computed with ωB97M-V with the def2-TZVPD basis set.

Output
**HOMO energy**: -8.76 eV
**LUMO energy**: 0.0351 hartree
**Energy relative to the best compared isomer or geometry (same formula, charge and spin)**: 116.6 kJ/mol

Each line ends with the Mulliken charge.
Positions of all 15 atoms, in Å:
S 0.679 -1.383 0.090  -0.12
N -1.697 0.045 -0.428  -0.40
C 2.044 -0.328 -0.627  -0.42
C -3.040 0.202 0.042  -0.64
C 2.442 0.803 0.288  -0.99
C -0.991 -0.842 0.128  0.05
H -1.426 -1.560 0.847  0.18
H 1.691 0.039 -1.592  0.33
H -3.383 -0.635 0.668  0.32
H 1.583 1.435 0.505  0.30
H 2.840 0.418 1.222  0.30
H -3.078 1.116 0.641  0.24
H 2.837 -1.054 -0.779  0.32
H 3.202 1.412 -0.197  0.31
H -3.703 0.329 -0.811  0.22



4 unconnected molecules or ions with the total composition H8O4, computed with ωB97M-V with the def2-TZVPD basis set.

Output
**HOMO energy**: -11.34 eV
**LUMO energy**: 0.0160 hartree
**Energy relative to the best compared isomer or geometry (same formula, charge and spin)**: 99.4 kJ/mol

Each line ends with the Mulliken charge.
Positions of all 12 atoms, in Å:
O 6.784 -6.390 -17.935  -0.65
O 10.839 -10.298 -12.735  -0.63
O 7.430 -9.082 -14.735  -0.63
O 11.040 -7.382 -17.270  -0.64
H 10.990 -10.776 -11.920  0.32
H 10.170 -7.005 -17.137  0.32
H 8.175 -9.513 -14.315  0.32
H 6.765 -6.965 -17.170  0.32
H 11.356 -7.574 -16.387  0.31
H 6.536 -6.955 -18.666  0.32
H 11.442 -10.696 -13.363  0.32
H 6.667 -9.575 -14.433  0.31



2 unconnected molecules or ions with the total composition C5H11NO, computed with ωB97M-V with the def2-TZVPD basis set.

Output
**HOMO energy**: -9.61 eV
**LUMO energy**: 0.0325 hartree
**Energy relative to the best compared isomer or geometry (same formula, charge and spin)**: 311.4 kJ/mol

Each line ends with the Mulliken charge.
Positions of all 18 atoms, in Å:
O 2.240 -0.623 -1.271  -0.42
N 0.001 -0.067 0.498  -0.09
C 0.511 0.855 -0.493  0.01
C 1.575 0.371 -1.426  -0.28
C -1.451 -0.110 0.601  -0.40
C 0.694 1.092 0.977  -0.43
C -1.997 -1.005 -0.501  -1.15
H -1.560 -2.005 -0.421  0.30
H -1.709 -0.508 1.588  0.34
H -1.734 -0.602 -1.486  0.30
H 2.875 -1.164 1.429  0.15
H 1.656 0.912 1.451  0.15
H 2.369 -1.278 0.894  -0.17
H 1.709 1.001 -2.330  0.31
H -3.086 -1.087 -0.446  0.39
H -1.890 0.903 0.529  0.30
H 0.109 1.913 1.397  0.27
H -0.208 1.528 -0.968  0.42



5 unconnected molecules or ions with the total composition C8H28N2O5, computed with ωB97M-V with the def2-TZVPD basis set.

Output
**HOMO energy**: -9.14 eV
**LUMO energy**: 0.0062 hartree
**Energy relative to the best compared isomer or geometry (same formula, charge and spin)**: 69.0 kJ/mol

Each line ends with the Mulliken charge.
Positions of all 43 atoms, in Å:
O -29.690 -22.281 -16.976  -0.63
O -21.782 -19.301 -20.524  -0.36
O -24.186 -22.375 -15.140  -0.58
O -26.957 -21.886 -16.047  -0.62
O -32.467 -20.636 -13.266  -0.32
N -24.283 -18.617 -19.282  -0.63
N -30.495 -19.939 -11.467  -0.74
C -20.643 -19.850 -21.129  -0.74
C -31.189 -21.225 -13.421  -0.71
C -33.459 -21.463 -13.780  -0.77
C -28.777 -20.861 -12.893  -1.21
C -23.731 -20.174 -17.467  -1.32
C -23.194 -19.320 -18.600  0.61
C -30.173 -20.262 -12.864  0.69
C -22.405 -20.169 -19.591  -0.73
H -20.726 -20.935 -21.266  0.33
H -31.385 -19.454 -11.426  0.24
H -31.148 -22.190 -12.896  0.35
H -34.491 -21.225 -13.534  0.29
H -21.654 -20.746 -19.027  0.39
H -30.156 -19.387 -13.531  0.14
H -19.740 -19.697 -20.521  0.27
H -24.563 -20.783 -17.821  0.24
H -28.692 -21.757 -12.269  0.38
H -27.957 -20.179 -12.681  0.38
H -20.483 -19.376 -22.095  0.26
H -26.292 -22.510 -15.734  0.28
H -24.011 -18.403 -20.231  0.27
H -29.793 -19.293 -11.125  0.25
H -23.016 -20.901 -20.139  0.28
H -24.007 -22.072 -14.245  0.29
H -24.025 -19.529 -16.639  0.39
H -26.640 -21.616 -16.914  0.31
H -33.398 -21.562 -14.877  0.29
H -25.150 -19.133 -19.247  0.22
H -22.959 -20.823 -17.053  0.29
H -28.580 -21.305 -13.879  0.07
H -29.777 -23.183 -16.658  0.30
H -28.961 -21.915 -16.456  0.30
H -22.469 -18.582 -18.245  0.23
H -33.331 -22.513 -13.459  0.30
H -31.011 -21.427 -14.486  0.39
H -23.321 -22.561 -15.514  0.30



A molecular structure, C35H53BiNO2P3, computed with ωB97M-V with the def2-TZVPD basis set.

Output
**Charge**: +2
**HOMO energy**: -12.79 eV
**LUMO energy**: -0.2149 hartree

Each line ends with the Mulliken charge.
Positions of all 95 atoms, in Å:
Bi 1.417 0.345 -0.904  1.46
P 0.724 -1.264 -2.947  0.25
P -1.069 -0.987 1.933  0.75
P 1.511 2.939 -0.157  0.37
O -1.528 1.971 -2.631  -0.34
O -0.101 -0.205 1.055  0.71
N 2.384 1.563 -2.985  -0.04
C 1.903 -3.773 -3.576  -1.45
C 2.460 3.653 -1.495  -0.72
C 1.023 -2.802 2.155  -0.07
C 1.623 -3.971 2.658  -0.69
C -0.316 -2.508 2.462  0.30
C -2.661 1.626 4.663  -0.85
C -3.307 -0.231 0.480  -0.10
C -0.965 -1.550 -3.694  0.58
C 3.383 4.213 1.591  -1.37
C -2.585 -1.305 1.037  0.74
C 2.307 2.971 -2.876  -1.37
C -3.039 -2.618 0.786  -0.85
C 1.808 2.487 2.626  -1.26
C -4.228 -2.820 0.077  -0.70
C -4.491 -0.442 -0.221  -0.97
C -0.738 1.405 -1.998  0.01
C -2.050 -1.672 -2.611  -1.01
C -1.585 1.713 5.607  -0.64
C 1.983 0.947 -4.192  -1.39
C -1.041 -3.397 3.293  -0.50
C 0.384 5.378 0.778  -1.68
C -1.029 -2.712 -4.682  -1.63
C 0.516 -3.661 -1.432  -1.33
C -0.452 0.973 5.413  -0.45
C -1.368 0.028 3.380  0.59
C 0.039 4.036 0.152  0.43
C -4.954 -1.754 -0.414  -0.77
C -0.293 0.132 4.332  -0.81
C 1.746 -0.575 -4.242  -0.73
C 1.436 -2.907 -2.411  0.57
C 0.895 -4.833 3.467  -0.60
C -0.428 -4.556 3.786  -0.78
C -2.509 0.769 3.565  -0.10
C -1.068 3.311 0.929  -0.79
C 2.594 2.924 1.372  0.54
H -5.882 -1.911 -0.933  0.47
H -3.343 0.674 2.838  0.37
H 2.735 -1.059 -4.240  0.52
H 1.116 -4.418 -0.902  0.53
H 1.358 -5.723 3.851  0.46
H 1.198 5.889 0.257  0.38
H 2.666 -4.177 2.403  0.46
H 0.605 -0.469 4.178  0.41
H -1.147 -0.604 -4.236  0.49
H 2.880 1.091 -2.312  0.33
H -0.499 6.025 0.708  0.50
H 3.060 3.318 -3.552  0.58
H -2.017 -0.856 -1.876  -0.22
H 0.631 5.291 1.841  0.28
H -1.994 -2.653 -5.204  0.49
H 1.065 -4.195 -4.144  0.27
H -3.045 -1.644 -3.088  0.59
H -3.554 2.200 4.790  0.51
H 3.536 3.650 -1.252  0.51
H 3.309 2.110 1.145  0.35
H -0.988 -3.686 -4.178  0.26
H -0.336 4.210 -0.870  0.48
H 1.370 3.291 -3.326  0.50
H 0.077 -3.013 -0.658  0.10
H 2.481 -4.609 -3.161  0.46
H 2.330 -2.597 -1.839  0.38
H 1.174 1.604 2.448  -0.03
H -2.461 -3.461 1.173  0.42
H 1.271 -0.811 -5.217  0.33
H -1.702 2.372 6.446  0.46
H 0.391 1.036 6.141  0.38
H 1.178 3.298 3.026  0.19
H 3.964 4.495 0.704  0.33
H 2.738 5.053 1.881  0.26
H 3.032 0.200 -0.912  -0.15
H 2.559 -3.228 -4.264  0.34
H -0.774 3.092 1.962  0.12
H -1.012 -5.223 4.416  0.44
H 4.092 4.033 2.411  0.46
H -1.976 -2.625 -2.066  0.18
H -5.048 0.409 -0.586  0.48
H -0.238 -2.651 -5.439  0.38
H -1.374 2.368 0.463  -0.34
H 2.530 2.214 3.413  0.58
H 1.599 -2.107 1.527  0.23
H 1.088 1.452 -4.533  0.50
H -1.956 3.959 0.976  0.58
H -2.090 -3.169 3.547  0.47
H -4.585 -3.854 -0.064  0.43
H -0.298 -4.185 -1.957  0.24
H 2.157 4.716 -1.613  0.32
H -2.936 0.799 0.631  0.03
H 2.734 1.238 -4.885  0.62



A molecular structure, C22H18N8NiO2S, computed with ωB97M-V with the def2-TZVPD basis set.

Output
**Spin multiplicity**: 3
**HOMO energy (spin up / spin down)**: -7.76 / -7.74 eV
**LUMO energy (spin up / spin down)**: -0.0423 / -0.0418 hartree
**Energy relative to the best compared isomer or geometry (same formula, charge and spin)**: 0.0 kJ/mol

Each line ends with the Löwdin spin population.
Positions of all 52 atoms, in Å:
Ni -0.203 0.002 -0.456  1.74
S 0.216 -3.381 2.542  0.01
O -3.946 1.433 -0.564  0.01
O -2.124 0.300 0.031  0.05
N -0.336 -1.936 0.209  0.03
N 2.014 -0.864 -0.535  0.03
N -2.205 4.448 0.470  0.00
N -0.616 2.390 -0.538  0.03
N 3.983 3.447 6.825  0.00
N 3.706 -2.837 0.455  0.00
N -0.798 -0.509 -2.401  0.04
N 0.847 0.883 1.084  0.03
C 2.005 2.966 5.561  0.00
C 4.699 2.943 5.824  0.00
C -2.279 4.060 -0.790  0.00
C 1.057 2.593 2.703  0.00
C -0.542 2.774 0.745  0.00
C -0.104 -2.550 1.181  0.01
C 2.760 2.439 4.521  0.00
C 1.923 0.269 1.570  0.00
C 0.459 2.057 1.572  0.00
C 3.308 -2.826 -0.809  0.00
C 2.661 3.448 6.683  0.00
C -3.223 -0.262 -2.039  0.00
C -1.488 3.030 -1.294  0.00
C 3.246 -1.863 1.231  0.00
C 4.143 2.429 4.663  0.00
C 2.451 -1.850 -1.302  0.00
C -2.100 -1.230 -2.333  0.00
C 2.574 0.742 2.696  0.00
C 2.420 -0.862 0.741  0.00
C -3.096 0.571 -0.756  0.01
C 2.108 1.906 3.302  0.00
C -1.341 3.789 1.238  0.00
H -2.993 4.563 -1.430  0.00
H 3.668 -3.617 -1.454  0.00
H 0.748 3.556 3.085  0.00
H -2.289 -1.741 -3.280  0.00
H 2.119 -1.875 -2.332  0.00
H 3.435 0.223 3.094  0.00
H 5.775 2.954 5.950  0.00
H -1.585 2.722 -2.328  0.00
H 0.924 2.979 5.516  0.00
H -4.160 -0.818 -1.964  0.00
H 4.784 2.050 3.878  0.00
H -0.885 0.281 -3.035  0.00
H -1.296 4.071 2.282  0.00
H -2.003 -1.974 -1.544  0.00
H 2.090 3.854 7.511  0.00
H -0.097 -1.118 -2.809  0.00
H -3.367 0.434 -2.872  0.00
H 3.527 -1.890 2.276  0.00



A molecular structure, C2H4BrI, computed with ωB97M-V with the def2-TZVPD basis set.

Output
**HOMO energy (spin up / spin down)**: -8.75 / -8.04 eV
**LUMO energy (spin up / spin down)**: -0.0157 / -0.0185 hartree
**Energy relative to the best compared isomer or geometry (same formula, charge and spin)**: 458.1 kJ/mol

Each line ends with the Mulliken charge.
Positions of all 8 atoms, in Å:
I 2.932 -0.008 -0.038  0.08
Br -1.013 -0.241 -0.277  0.11
C 1.289 -1.271 -0.025  -0.93
C -1.872 1.447 -0.144  -0.54
H -2.240 1.507 0.898  0.25
H -1.326 2.355 -0.619  0.27
H 1.150 -2.132 -0.742  0.37
H 1.080 -1.657 0.947  0.39



2 unconnected molecules or ions with the total composition C6H14N2O2, computed with ωB97M-V with the def2-TZVPD basis set.

Output
**HOMO energy**: -9.32 eV
**LUMO energy**: 0.0234 hartree
**Energy relative to the best compared isomer or geometry (same formula, charge and spin)**: 96.5 kJ/mol

Each line ends with the Mulliken charge.
Positions of all 24 atoms, in Å:
O -1.116 0.805 -0.639  -0.63
O 2.145 -2.677 0.104  -0.63
N 2.195 -0.749 -1.133  -0.24
N -2.093 1.053 1.411  -0.19
C 3.605 -0.538 -0.721  -0.90
C 1.589 -1.869 -0.609  0.77
C -1.658 1.508 0.201  0.70
C -2.017 2.922 -0.141  -1.25
C 0.134 -2.014 -1.045  -0.86
C -1.829 -0.316 1.804  -0.59
H -1.913 3.136 -1.196  0.31
H 3.704 -0.973 0.275  0.30
H 0.201 -2.666 -1.921  0.36
H -0.351 -2.584 -0.262  0.23
H -1.398 -0.895 0.998  0.03
H -0.357 -1.045 -1.160  0.16
H -2.752 -0.765 2.152  0.34
H -1.001 -0.387 2.529  0.28
H 3.904 0.492 -0.531  0.35
H -3.026 3.250 0.142  0.36
H 1.721 0.059 -1.460  0.29
H -1.497 3.616 0.544  0.32
H 4.218 -1.081 -1.433  0.26
H -2.408 1.717 2.093  0.22